# 1
{"formula": "C4H14N2O", "method": "ωB97M-V with the def2-TZVPD basis set", "s_squared": 0.750, "total_charge": -1, "de_lowest_ev": 1.127, "multiplicity": 2, "homo_ev": [0.96, -5.46], "total_energy_ev": -9400.456, "max_force_ev_per_a": 3.7, "symbols": ["C", "C", "C", "C", "N", "N", "H", "H", "H", "H", "H", "H", "H", "H", "H", "H", "H", "H", "H", "H", "O"], "coordinates": [[0.01, -0.97, -0.50], [0.68, 0.38, -0.77], [-0.11, 1.66, -0.74], [-0.28, 2.36, 0.61], [0.95, 2.73, 1.27], [0.92, -2.04, -0.83], [-0.87, -1.27, -1.12], [-0.29, -0.80, 0.51], [1.17, 0.27, -1.80], [1.51, 0.42, 0.06], [0.31, 2.34, -1.45], [-1.25, 1.53, -0.94], [-0.90, 1.72, 1.24], [-0.78, 3.26, 0.35], [1.73, 2.06, 1.23], [1.43, 3.47, 0.71], [0.86, -2.31, -1.77], [0.72, -2.92, -0.29], [-1.22, -3.65, 1.36], [-2.40, -4.58, 1.29], [-2.19, -3.67, 1.58]], "lowdin_charge": [-0.438, -0.251, -0.238, -0.320, -0.030, -0.075, 0.091, 0.074, 0.110, 0.121, 0.080, 0.135, 0.103, 0.086, 0.045, 0.075, -0.004, -0.014, -0.077, -0.063, -0.409]}

=====

# 2
{"formula": "C5H7Cl", "method": "ωB97M-V with the def2-TZVPD basis set", "total_charge": 0, "smiles": "C=C/C=C\\CCl", "de_lowest_ev": 2.323, "homo_ev": -8.77, "total_energy_ev": -17818.155, "max_force_ev_per_a": 7.1, "symbols": ["C", "C", "C", "C", "C", "Cl", "H", "H", "H", "H", "H", "H", "H"], "coordinates": [[-2.36, -0.65, -0.41], [-1.09, -0.45, 0.10], [-0.29, 0.62, -0.36], [0.97, 0.92, -0.03], [1.79, 0.01, 0.58], [2.96, -0.56, -0.50], [-3.00, 0.01, -1.01], [-2.74, -1.41, 0.02], [-0.67, -1.22, 0.78], [-0.61, 1.50, -0.96], [1.51, 1.67, -0.51], [2.38, 0.43, 1.37], [1.16, -0.87, 0.92]], "lowdin_charge": [0.060, -0.150, -0.133, -0.252, -0.723, 0.663, 0.085, -0.035, 0.111, 0.128, 0.087, 0.074, 0.085]}